*one*
Entry from the Open Molecules 2025 dataset: 2 unconnected molecules or ions with the total composition C9H14S (the ωB97M-V functional and the def2-TZVPD basis).

Properties
Highest occupied orbital energy in eV: -8.3
Kohn-Sham gap in eV: 9.26
Net charge: 0

The geometry in XYZ format:
```
24
C9H14S, DFT the ωB97M-V functional and the def2-TZVPD basis
C 1.658 -1.040 2.207
C 1.530 -0.047 1.074
C 2.174 -0.267 -0.145
C 2.128 0.657 -1.166
C 1.494 1.881 -0.947
C 0.876 2.121 0.272
C 0.925 1.188 1.287
H 1.408 -0.553 3.144
H 2.680 -1.437 2.197
H 1.040 -1.919 1.982
H 2.664 -1.233 -0.307
H 2.570 0.475 -2.132
H 1.458 2.660 -1.700
H 0.277 3.023 0.371
H 0.491 1.400 2.257
C -3.132 -0.137 -1.582
S -2.030 -0.422 -0.181
C -1.755 -2.198 -0.334
H -4.184 -0.334 -1.343
H -3.075 0.920 -1.835
H -2.787 -0.748 -2.413
H -0.835 -2.433 0.194
H -1.690 -2.525 -1.373
H -2.565 -2.714 0.172
```

=====

*two*
Entry from the Open Molecules 2025 dataset: 2 unconnected molecules or ions with the total composition C9H14S (the ωB97M-V functional and the def2-TZVPD basis).

Properties
Highest occupied orbital energy in eV: -8.9
Kohn-Sham gap in eV: 9.59
Net charge: 0

The geometry in XYZ format:
```
24
C9H14S, DFT the ωB97M-V functional and the def2-TZVPD basis
C 1.246 -1.338 -2.144
C 1.698 -0.244 -1.287
C 2.393 -0.592 -0.051
C 2.706 0.315 0.917
C 2.543 1.603 0.624
C 1.779 2.003 -0.471
C 1.475 1.115 -1.503
H 2.038 -1.521 -2.950
H 0.315 -1.308 -2.673
H 1.083 -2.205 -1.340
H 2.824 -1.614 -0.132
H 3.403 0.115 1.818
H 2.768 2.449 1.364
H 1.509 3.102 -0.480
H 0.871 1.429 -2.387
C -2.004 0.762 1.277
C -2.184 -0.757 1.441
S -3.756 -1.130 0.473
H -2.731 1.324 1.901
H -2.446 1.077 0.307
H -0.936 0.937 1.342
H -1.383 -1.301 0.995
H -2.099 -0.922 2.534
H -3.022 -0.691 -0.688
```

=====

*three*
Entry from the Open Molecules 2025 dataset: 2 unconnected molecules or ions with the total composition C9H14S (the ωB97M-V functional and the def2-TZVPD basis).

Properties
Highest occupied orbital energy in eV: -7.1
Kohn-Sham gap in eV: 6.82
Net charge: 0

The geometry in XYZ format:
```
24
C9H14S, DFT the ωB97M-V functional and the def2-TZVPD basis
C -0.416 0.241 1.037
C -0.177 -1.587 -0.025
C -0.124 1.719 0.813
C -0.335 2.100 -0.657
C 1.718 -0.097 -0.348
C 0.914 0.083 -1.627
C 0.834 -0.804 0.676
C -0.395 0.857 -1.471
C -1.019 -3.026 1.612
S -1.463 -0.235 -0.366
H -1.002 2.117 1.408
H 0.950 1.781 1.290
H -1.332 2.356 -0.683
H 0.240 2.915 -1.095
H 2.615 -0.605 -0.430
H 2.013 0.994 0.073
H 1.367 0.823 -2.289
H 0.750 -0.823 -2.036
H 1.451 -1.190 1.466
H -0.684 0.880 -2.453
H -0.171 -3.242 2.067
H -1.480 -3.806 1.162
H -1.601 -2.289 2.001
H -2.656 0.836 -0.125
```

=====

*four*
Entry from the Open Molecules 2025 dataset: 2 unconnected molecules or ions with the total composition C9H14S (the ωB97M-V functional and the def2-TZVPD basis).

Properties
Highest occupied orbital energy in eV: -8.8
Kohn-Sham gap in eV: 9.70
Net charge: 0

The geometry in XYZ format:
```
24
C9H14S, DFT the ωB97M-V functional and the def2-TZVPD basis
C 2.602 0.282 0.299
C 1.513 0.634 -0.681
C 0.409 1.406 -0.360
C -0.589 1.581 -1.328
C -0.334 1.305 -2.655
C 0.875 0.730 -3.024
C 1.748 0.311 -2.023
H 3.217 -0.561 -0.018
H 2.255 0.128 1.309
H 3.297 1.131 0.288
H 0.374 1.793 0.654
H -1.561 1.932 -0.995
H -1.048 1.645 -3.364
H 1.099 0.401 -4.031
H 2.681 -0.147 -2.337
C -1.652 -1.086 2.878
C -1.551 -1.198 1.367
S -2.985 -2.099 0.630
H -0.879 -0.423 3.274
H -1.289 -2.029 3.306
H -2.672 -0.877 3.190
H -1.464 -0.255 0.835
H -0.733 -1.835 1.049
H -3.314 -2.771 1.740
```

=====

Which of them is the most stable? Correct choice: *one*.

=====

*one*
Entry from the Open Molecules 2025 dataset: 15 unconnected molecules or ions with the total composition F6H28O14P (the ωB97M-V functional and the def2-TZVPD basis).

Properties
Highest occupied orbital energy in eV: -8.6
Kohn-Sham gap in eV: 10.23
Net charge: -1

The geometry in XYZ format:
```
49
F6H28O14P, DFT the ωB97M-V functional and the def2-TZVPD basis
P -0.536 17.291 -6.027
F -0.738 17.228 -7.702
F -0.096 15.674 -6.186
F 0.994 17.781 -6.363
F -0.324 17.465 -4.457
F -1.058 18.823 -6.023
F -2.074 16.948 -5.858
O -2.989 19.537 -11.764
H -2.954 18.973 -10.991
H -3.559 19.070 -12.375
O -4.458 23.380 -5.569
H -3.876 23.973 -5.093
H -3.983 23.174 -6.374
O 6.473 15.725 -7.926
H 5.611 15.891 -8.306
H 7.091 15.987 -8.609
O -1.845 11.359 -4.535
H -1.517 12.258 -4.551
H -1.771 11.059 -5.441
O 5.784 21.125 -8.011
H 5.582 21.824 -7.389
H 5.315 20.362 -7.674
O 3.444 14.603 -3.179
H 2.771 14.853 -3.813
H 3.840 13.814 -3.548
O 2.625 11.121 -8.080
H 2.935 10.326 -8.514
H 3.067 11.119 -7.231
O -5.198 13.419 -1.656
H -4.550 13.605 -2.336
H -5.659 12.641 -1.971
O 3.701 21.554 -4.324
H 3.990 21.241 -3.467
H 2.991 20.961 -4.570
O -6.255 18.563 -7.055
H -5.316 18.398 -6.965
H -6.664 17.711 -6.901
O -1.702 10.715 -9.058
H -0.808 10.901 -8.773
H -1.626 10.553 -9.998
O 3.268 14.530 -10.766
H 2.862 14.036 -10.054
H 2.931 14.123 -11.564
O -4.095 14.732 -11.348
H -3.306 14.505 -10.855
H -3.780 15.286 -12.062
O -2.522 19.435 0.051
H -1.809 19.164 -0.526
H -2.380 18.939 0.858
```

=====

*two*
Entry from the Open Molecules 2025 dataset: 15 unconnected molecules or ions with the total composition F6H28O14P (the ωB97M-V functional and the def2-TZVPD basis).

Properties
Highest occupied orbital energy in eV: -7.5
Kohn-Sham gap in eV: 9.93
Net charge: -1

The geometry in XYZ format:
```
49
F6H28O14P, DFT the ωB97M-V functional and the def2-TZVPD basis
P -0.256 -0.135 0.303
F -0.329 -1.443 -0.667
F -1.011 0.768 -0.777
F -1.671 -0.625 0.930
F -0.116 1.149 1.254
F 0.531 -1.019 1.410
F 1.193 0.213 -0.388
O 3.507 2.356 -1.196
H 3.560 1.757 -0.443
H 3.928 1.880 -1.919
O 2.125 3.542 2.914
H 1.562 4.286 3.144
H 1.506 2.857 2.642
O -2.240 0.322 -3.672
H -2.204 -0.356 -2.988
H -1.320 0.464 -3.917
O 2.578 -0.439 -2.646
H 3.429 -0.722 -2.299
H 1.972 -0.541 -1.898
O -2.677 -2.723 -2.478
H -3.297 -3.400 -2.758
H -2.858 -2.602 -1.532
O -0.800 3.654 0.305
H -0.864 2.723 0.546
H -0.082 3.652 -0.355
O -0.220 1.066 4.178
H 0.514 0.571 4.555
H -0.251 0.785 3.257
O -2.624 3.364 -2.225
H -2.077 2.588 -2.379
H -1.999 4.076 -2.060
O -3.926 -2.095 -0.087
H -3.378 -1.314 0.062
H -4.285 -2.304 0.779
O -1.213 -3.053 2.343
H -1.212 -2.163 1.964
H -1.565 -2.934 3.231
O 0.146 -3.089 -2.843
H -0.783 -2.813 -2.843
H 0.561 -2.482 -2.227
O 3.410 -1.194 1.626
H 2.506 -1.090 1.308
H 3.332 -1.842 2.333
O 0.875 3.120 -1.753
H 1.840 3.011 -1.752
H 0.540 2.237 -1.940
O 1.230 -3.112 3.964
H 1.912 -3.719 3.662
H 0.503 -3.231 3.332
```

=====

Which of them is the most stable? Correct choice: *two*.

=====

*one*
Entry from the Open Molecules 2025 dataset: a gas-phase ion, C8H12NS (charge +1) (the ωB97M-V functional and the def2-TZVPD basis).

Properties
Highest occupied orbital energy in eV: -12.7
Kohn-Sham gap in eV: 9.75
Net charge: +1

The geometry in XYZ format:
```
22
C8H12NS, DFT the ωB97M-V functional and the def2-TZVPD basis
C 1.542 -0.420 1.656
C 0.526 0.495 1.237
N 1.062 1.325 -0.121
C -0.148 0.361 -0.028
C -1.441 1.222 -0.129
C -0.052 -0.823 -0.891
C -1.247 -1.304 -1.422
C -1.211 -2.621 -1.803
S 0.378 -3.116 -1.993
C 0.979 -1.637 -1.401
H 1.272 -0.788 2.504
H 1.755 -1.313 1.077
H 2.562 -0.044 2.082
H 0.184 1.214 1.923
H 2.028 0.956 -0.360
H 0.567 2.073 -0.535
H -1.268 2.312 0.276
H -2.233 0.886 0.549
H -1.976 1.384 -1.081
H -2.191 -0.851 -1.306
H -2.046 -3.049 -2.155
H 1.883 -1.613 -0.815
```

=====

*two*
Entry from the Open Molecules 2025 dataset: a gas-phase ion, C8H12NS (charge +1) (the ωB97M-V functional and the def2-TZVPD basis).

Properties
Highest occupied orbital energy in eV: -12.3
Kohn-Sham gap in eV: 8.93
Net charge: +1

The geometry in XYZ format:
```
22
C8H12NS, DFT the ωB97M-V functional and the def2-TZVPD basis
C 3.205 -1.734 0.027
C 1.809 -1.525 0.080
C 0.662 -1.277 -0.110
C -0.718 -1.114 -0.123
C -1.752 -1.960 -0.125
S -3.310 -1.204 0.255
C -2.569 0.383 -0.417
N -1.110 0.392 -0.108
C -0.353 1.178 -1.183
C -0.799 0.834 1.285
H 3.533 -1.163 -0.812
H 3.584 -1.184 0.920
H 3.622 -2.759 -0.037
H -1.740 -3.076 -0.006
H -3.225 1.244 0.004
H -2.813 0.191 -1.523
H -0.928 2.055 -1.279
H 0.625 1.366 -0.909
H -0.275 0.595 -2.149
H -0.724 2.017 1.354
H -1.394 0.486 2.074
H 0.219 0.523 1.393
```

=====

Which of them is the most stable? Correct choice: *one*.

=====

*one*
Entry from the Open Molecules 2025 dataset: a molecular structure, C7H15F3InO6P (the ωB97M-V functional and the def2-TZVPD basis).

Properties
Highest occupied orbital energy in eV: -13.9
Kohn-Sham gap in eV: 1.09
Net charge: +2

The geometry in XYZ format:
```
33
C7H15F3InO6P, DFT the ωB97M-V functional and the def2-TZVPD basis
In 2.800 2.458 -1.501
C 6.771 -2.730 -3.177
O 5.358 -3.034 -3.092
O 6.707 -1.400 -2.756
C 7.822 -3.660 -2.484
F 9.045 -3.155 -2.337
F 7.484 -3.998 -1.200
F 7.982 -4.806 -3.097
C 4.870 -4.243 -3.592
C 3.318 -4.250 -3.478
H 2.799 -5.124 -3.870
H 3.028 -4.259 -2.427
H 2.902 -3.375 -3.978
H 5.253 -5.106 -3.048
H 5.110 -4.305 -4.653
H 7.054 -2.736 -4.229
C -5.899 4.858 1.660
O -5.197 4.372 2.763
P -4.379 2.992 2.562
O -3.033 3.133 1.931
O -4.311 2.322 4.064
C -3.511 2.780 5.180
O -5.385 2.043 1.735
C -6.767 1.924 2.070
H -5.767 4.301 0.732
H -5.650 5.871 1.343
H -6.958 4.975 1.888
H -3.008 3.732 5.015
H -2.792 1.995 5.418
H -4.147 2.860 6.062
H -7.014 2.017 3.128
H -7.056 0.912 1.786
H -7.432 2.637 1.583
```

=====

*two*
Entry from the Open Molecules 2025 dataset: a molecular structure, C7H15F3InO6P (the ωB97M-V functional and the def2-TZVPD basis).

Properties
Highest occupied orbital energy in eV: -16.1
Kohn-Sham gap in eV: 2.64
Net charge: +2

The geometry in XYZ format:
```
33
C7H15F3InO6P, DFT the ωB97M-V functional and the def2-TZVPD basis
In -1.501 3.381 -1.343
C 2.231 2.499 0.476
O 2.606 1.151 0.329
O 1.166 2.690 -0.226
C 2.378 3.062 1.996
F 1.459 4.003 2.151
F 2.174 2.170 2.916
F 3.552 3.663 2.037
C 3.843 0.618 0.836
C 3.699 -0.944 0.954
H 4.617 -1.318 1.408
H 2.794 -1.205 1.496
H 3.683 -1.440 -0.016
H 4.037 1.018 1.830
H 4.578 0.840 0.056
H 3.136 2.991 0.039
C -3.599 -2.601 0.451
O -3.399 -1.206 0.095
P -2.431 -0.852 -1.122
O -2.191 0.615 -1.140
O -1.073 -1.729 -1.037
C -0.083 -1.293 -0.080
O -3.158 -1.381 -2.401
C -4.348 -0.659 -2.837
H -3.201 -2.656 1.462
H -3.014 -3.203 -0.244
H -4.632 -2.936 0.393
H -0.245 -1.884 0.820
H -0.143 -0.223 0.130
H 0.908 -1.482 -0.484
H -4.411 -1.007 -3.867
H -4.231 0.416 -2.756
H -5.199 -1.097 -2.319
```

=====

Which of them is the most stable? Correct choice: *two*.

=====

*one*
Entry from the Open Molecules 2025 dataset: a single C16H21N3O3S molecule (the ωB97M-V functional and the def2-TZVPD basis).

Properties
Highest occupied orbital energy in eV: -7.7
Kohn-Sham gap in eV: 8.12
Net charge: 0

The geometry in XYZ format:
```
44
C16H21N3O3S, DFT the ωB97M-V functional and the def2-TZVPD basis
C 6.285 -1.203 0.953
S 4.712 -2.017 1.107
C 3.642 -0.761 0.464
C 3.647 -0.488 -1.048
C 2.639 0.621 -1.220
N 3.028 2.034 -0.720
C 1.158 0.312 -0.765
O 0.673 -0.795 -0.777
N 0.575 1.555 -0.388
C -0.878 1.547 -0.239
C -1.266 0.679 0.952
C -2.656 0.107 0.973
C -3.591 0.704 1.802
N -4.793 0.081 1.530
C -4.614 -0.943 0.658
C -5.548 -1.864 0.119
C -5.009 -2.664 -0.946
C -3.614 -2.760 -1.298
C -2.764 -1.909 -0.771
C -3.254 -0.989 0.224
C -1.358 2.997 -0.169
O -2.227 3.505 -0.896
O -0.724 3.667 0.763
H 6.494 -1.115 -0.095
H 6.390 -0.116 1.388
H 6.980 -1.897 1.376
H 2.593 -1.075 0.753
H 3.762 0.305 0.986
H 3.317 -1.344 -1.592
H 4.534 -0.271 -1.537
H 2.385 0.916 -2.323
H 3.832 1.830 0.061
H 3.514 2.371 -1.589
H 1.212 2.349 -0.695
H -1.363 1.288 -1.186
H -0.515 -0.187 0.912
H -1.116 1.325 1.785
H -3.381 1.639 2.440
H -5.645 0.211 2.066
H -6.640 -1.971 0.298
H -5.498 -3.482 -1.353
H -3.251 -3.483 -2.001
H -1.705 -1.899 -1.021
H 0.038 3.189 1.020
```

=====

*two*
Entry from the Open Molecules 2025 dataset: 4 unconnected molecules or ions with the total composition C16H21N3O3S (the ωB97M-V functional and the def2-TZVPD basis).

Properties
Highest occupied orbital energy in eV: -8.3
Kohn-Sham gap in eV: 7.91
Net charge: 0

The geometry in XYZ format:
```
44
C16H21N3O3S, DFT the ωB97M-V functional and the def2-TZVPD basis
C 0.880 2.279 -1.516
C -0.114 2.149 -0.347
C 1.864 0.972 -1.691
C 2.338 0.417 -0.475
C 2.231 1.001 0.754
C 3.233 -0.723 -0.327
C 3.351 -0.985 1.026
C 3.747 -1.332 -1.466
C 4.127 -2.106 1.176
C 4.545 -2.426 -1.249
C 4.669 -2.795 0.197
C -1.973 0.898 0.384
C -1.685 0.229 1.759
C -2.908 -0.144 -0.335
C -4.394 -0.135 0.097
C -5.036 -2.896 -0.626
H 3.347 2.941 -1.595
H 1.089 3.421 0.406
H 0.254 2.436 -2.506
H 2.837 1.244 -2.309
H 1.223 0.178 -2.242
H 1.419 1.681 1.055
H 2.125 0.258 2.705
H 3.614 -1.082 -2.528
H 4.344 -2.073 2.272
H 5.066 -2.826 -2.240
H 5.413 -3.559 0.042
H -0.601 0.201 -1.218
H -2.401 1.823 0.486
H -2.596 -1.245 -0.195
H -2.844 0.255 -1.448
H -4.713 0.885 0.482
H -4.473 -0.553 1.100
H -4.555 -3.063 0.572
H -6.229 -3.456 -0.592
H -4.346 -3.635 -1.748
H -0.120 -0.106 0.930
N 1.593 3.511 -1.250
N 2.835 0.208 1.780
N -0.922 1.088 -0.494
O -0.258 2.794 0.636
O -2.493 0.552 2.673
O -0.447 -0.330 1.810
S -5.380 -1.121 -1.050
```

=====

Which of them is the most stable? Correct choice: *one*.

=====

*one*
Entry from the Open Molecules 2025 dataset: 2 unconnected molecules or ions with the total composition C5H5ClS (the ωB97M-V functional and the def2-TZVPD basis).

Properties
Highest occupied orbital energy in eV: -8.8
Kohn-Sham gap in eV: 7.48
Net charge: 0

The geometry in XYZ format:
```
12
C5H5ClS, DFT the ωB97M-V functional and the def2-TZVPD basis
C 0.778 -0.374 -0.475
C 0.299 0.977 -0.132
C -1.037 0.885 -0.016
C -1.554 -0.479 0.060
C -0.376 -1.195 -0.260
H 2.757 0.479 1.873
H 1.238 -0.098 -1.465
H 1.023 1.879 0.041
H -1.874 1.652 0.382
H -0.342 -2.316 -0.553
S 2.344 -0.773 0.301
Cl -3.256 -0.638 0.244
```

=====

*two*
Entry from the Open Molecules 2025 dataset: a single C5H5ClS molecule (the ωB97M-V functional and the def2-TZVPD basis).

Properties
Highest occupied orbital energy in eV: -9.1
Kohn-Sham gap in eV: 7.34
Net charge: 0

The geometry in XYZ format:
```
12
C5H5ClS, DFT the ωB97M-V functional and the def2-TZVPD basis
C -1.883 2.170 0.237
C -0.757 1.357 0.011
C -0.496 -0.126 -0.256
S -1.786 -1.266 -0.151
C 0.873 -0.620 0.087
C 1.189 -1.781 0.461
Cl 2.170 0.711 -0.174
H -1.760 3.134 0.683
H -2.902 1.757 -0.040
H 0.062 1.825 0.543
H 2.221 -1.961 0.542
H 0.507 -2.571 0.411
```

=====

Which of them is the most stable? Correct choice: *two*.